The following is a DFT calculation (ωB97M-V/def2-TZVPD) of 3 unconnected molecules or ions with the total composition C5H16O2 at a distorted geometry.

Atoms and positions in Å:
C  -0.55  2.03  1.16
C  -0.74  0.71  0.42
C  -0.14  0.69  -0.99
C  0.08  -0.82  -1.35
C  1.19  1.42  -1.15
H  -0.83  2.95  0.65
H  -0.95  2.11  2.17
H  0.52  2.23  1.29
H  -0.54  -0.10  1.12
H  -1.82  0.56  0.32
H  -0.91  1.02  -1.69
H  -0.08  -0.91  -2.43
H  -0.71  -1.41  -0.89
H  1.11  -1.10  -1.24
H  0.92  2.47  -1.24
H  1.78  1.04  -1.99
H  1.90  1.18  -0.36
O  1.09  -2.43  0.79
H  1.84  -3.04  0.84
H  1.50  -1.56  0.81
O  -1.73  -2.04  1.47
H  -0.79  -2.25  1.35
H  -2.14  -2.75  0.96

For the electronic energy, the calculation gives -9538.9026 eV. The net charge is 0. Its SMILES is CCC(C)C.O.O. As for the relative energy (zero: lowest compared OMol25 entry of this formula, charge and spin): 21.38 kcal per mole. The gap between HOMO and LUMO is 0.406 hartree.